(1)
{"formula": "C29H41Cl3N7O4PdS2Se", "method": "ωB97M-V/def2-TZVPD", "species": ["Pd", "N", "C", "C", "C", "C", "N", "C", "N", "N", "C", "O", "O", "H", "H", "H", "H", "H", "H", "H", "H", "H", "H", "H", "H", "H", "H", "Se", "C", "N", "C", "C", "C", "S", "O", "C", "C", "C", "H", "H", "H", "H", "H", "H", "H", "H", "H", "H", "H", "H", "H", "H", "Cl", "C", "C", "C", "C", "C", "C", "N", "C", "C", "N", "C", "O", "C", "C", "C", "Cl", "S", "C", "C", "C", "Cl", "C", "H", "H", "H", "H", "H", "H", "H", "H", "H", "H", "H", "H", "H"], "coordinates": [[1.1993, 0.5145, 1.1761], [0.5591, 2.4045, 0.2818], [-0.8394, 2.8098, 0.5173], [-1.0112, 4.3495, 0.6641], [-1.8405, 4.8377, 1.8573], [-3.3258, 4.4631, 1.8281], [-3.5053, 3.0255, 1.8329], [-3.4522, 2.3692, 2.9448], [-3.4941, 2.9475, 4.1855], [-3.4369, 0.9967, 2.9237], [-1.6660, 2.3413, -0.6806], [-2.9621, 2.2971, -0.5217], [-1.1309, 2.1004, -1.7475], [1.1835, 3.0699, 0.7232], [0.7303, 2.4206, -0.7222], [-1.1753, 2.3158, 1.4263], [-1.4122, 4.7684, -0.2653], [-0.0110, 4.7781, 0.7753], [-1.7622, 5.9289, 1.8984], [-1.3879, 4.4655, 2.7817], [-3.7775, 4.8474, 0.9085], [-3.8486, 4.9518, 2.6588], [-3.2338, 2.5074, 0.4970], [-3.0514, 3.8519, 4.2734], [-3.1813, 2.3490, 4.9351], [-3.1471, 0.6211, 2.0222], [-2.8428, 0.6137, 3.6483], [-0.4687, 4.2091, 5.6283], [-0.4787, 2.7357, 4.5659], [-0.4806, 1.7965, 3.8792], [2.8780, 2.0549, 3.9666], [3.5966, 0.7186, 3.8322], [2.6670, -0.4926, 3.9302], [1.9902, -1.1052, 2.3652], [1.1490, -2.2684, 2.7770], [3.5180, -1.8447, 1.7318], [3.3766, -2.3212, 0.2939], [2.4213, -3.4960, 0.1199], [3.5801, 2.8853, 3.8684], [2.3811, 2.1437, 4.9337], [2.1053, 2.1526, 3.2038], [4.3525, 0.6271, 4.6175], [4.1417, 0.6953, 2.8840], [1.7709, -0.2613, 4.5098], [3.1488, -1.3648, 4.3796], [3.7455, -2.6678, 2.4160], [4.2934, -1.0813, 1.8059], [4.3700, -2.5925, -0.0764], [3.0367, -1.4714, -0.3050], [2.7382, -4.3511, 0.7216], [2.3915, -3.8124, -0.9237], [1.4126, -3.2323, 0.4408], [1.9843, 2.2554, -3.3705], [1.0311, 0.8036, -3.2875], [1.3595, -0.1727, -2.3690], [0.5866, -1.3202, -2.3177], [-0.5102, -1.5096, -3.1523], [-1.2892, -2.8054, -3.0406], [-2.6189, -2.6217, -2.3032], [-2.3888, -2.0471, -0.9989], [-1.6841, -2.6334, 0.0331], [-1.4765, -1.6493, 0.9515], [-2.0412, -0.4721, 0.5115], [-2.5635, -0.7462, -0.6581], [-1.5837, -3.4029, -4.2936], [-0.6092, -4.3276, -4.7463], [0.7647, -3.7316, -4.8203], [1.8457, -4.1688, -4.1201], [1.9239, -5.5524, -3.1000], [3.2294, -3.1753, -4.3228], [2.3653, -2.1436, -5.3874], [1.0870, -2.5563, -5.5666], [-0.8327, -0.4744, -4.0262], [-2.2303, -0.5610, -5.0680], [-0.0677, 0.6734, -4.1146], [2.1852, -0.0276, -1.6859], [0.8359, -2.0903, -1.5967], [-0.6748, -3.4917, -2.4437], [-3.1096, -3.5922, -2.2129], [-3.2714, -1.9569, -2.8671], [-1.3932, -3.6704, 0.0125], [-0.9288, -1.7142, 1.8787], [-3.0556, -0.0358, -1.3057], [-0.9499, -4.6363, -5.7352], [-0.5920, -5.2102, -4.0986], [2.8479, -1.2755, -5.8059], [0.3634, -2.0303, -6.1738], [-0.3523, 1.4692, -4.7865]], "mulliken_charge": [-0.243, -0.265, 1.734, -1.112, 0.279, -1.330, -0.287, 0.396, -0.513, -0.573, 0.050, -0.663, -0.597, 0.259, 0.053, -0.519, 0.275, 0.397, 0.484, -0.388, 0.451, 0.421, 0.454, 0.214, 0.364, 0.420, 0.393, -0.326, -0.170, -0.358, -0.862, -0.252, -1.015, 1.127, -0.779, -1.138, 0.185, -0.602, 0.439, 0.337, -0.167, 0.341, 0.144, 0.400, 0.487, 0.420, 0.454, 0.385, -0.401, 0.496, -0.097, 0.058, -0.262, -0.407, -1.028, 1.171, 1.635, -1.142, -1.584, 0.360, -0.699, -0.730, -0.284, -0.496, -0.458, -0.997, 0.158, 0.547, -0.186, -0.229, -0.591, -0.259, 0.655, -0.245, -0.636, 0.455, -0.285, 0.526, 0.336, 0.396, 0.445, 0.765, 0.589, 0.400, 0.393, 0.465, 0.443, 0.519], "fmax_ev_per_a": 0.2, "homo_lumo_gap_ev": 6.31, "e_tot_ha": -6520.33274, "total_charge": -1, "relative_energy_ev": 0.000}


(2)
{"formula": "C17H24Cl2N2O6S", "method": "ωB97M-V/def2-TZVPD", "species": ["C", "H", "H", "H", "C", "N", "C", "O", "C", "H", "H", "S", "O", "O", "C", "C", "O", "N", "C", "C", "C", "C", "C", "C", "Cl", "H", "Cl", "O", "C", "C", "O", "C", "H", "H", "H", "H", "H", "H", "H", "H", "H", "H", "H", "C", "C", "H", "H", "H", "H", "H", "H", "H"], "coordinates": [[-5.8501, -0.4223, 1.5939], [-6.4583, -1.2182, 1.1737], [-6.0976, -0.3177, 2.6469], [-6.1111, 0.5018, 1.0845], [-4.3624, -0.7443, 1.4512], [-3.9359, -0.8755, 0.0704], [-3.6178, 0.1563, -0.7222], [-3.1722, 0.0128, -1.8553], [-3.7110, 1.5602, -0.1740], [-3.9711, 2.2633, -0.9591], [-4.3260, 1.7110, 0.7027], [-1.9727, 1.9092, 0.3030], [-1.9331, 3.1435, 1.0286], [-1.4953, 0.7307, 0.9793], [-1.1025, 2.0938, -1.2914], [0.3484, 1.6784, -1.1617], [1.2622, 2.4542, -1.3262], [0.4723, 0.3563, -0.8778], [1.6327, -0.3682, -0.6282], [2.9040, 0.1679, -0.8108], [4.0476, -0.5832, -0.5670], [3.8958, -1.9068, -0.1263], [2.6417, -2.4559, 0.0576], [1.5166, -1.6911, -0.1930], [-0.0475, -2.3850, 0.0473], [2.5445, -3.4744, 0.3965], [5.3016, -2.8498, 0.1864], [5.3158, -0.1523, -0.7345], [5.5669, 1.2053, -1.0484], [5.3704, 2.1571, 0.1453], [6.4648, 2.1832, 1.0242], [6.6143, 1.0143, 1.7987], [7.4349, 1.2091, 2.4864], [6.8552, 0.1440, 1.1814], [5.7015, 0.8028, 2.3694], [4.4509, 1.8869, 0.6851], [5.2763, 3.1782, -0.2307], [6.6179, 1.2274, -1.3477], [4.9492, 1.5283, -1.8924], [2.9714, 1.1896, -1.1416], [-0.3791, -0.1419, -0.6322], [-1.6351, 1.4486, -1.9901], [-1.1735, 3.1411, -1.5689], [-3.7102, -2.2221, -0.4318], [-4.9986, -3.0230, -0.5745], [-5.7076, -2.4877, -1.2010], [-4.7760, -3.9774, -1.0438], [-5.4552, -3.2183, 0.3925], [-3.0177, -2.7340, 0.2433], [-3.2329, -2.1186, -1.4078], [-3.7500, 0.0109, 1.9504], [-4.1562, -1.6985, 1.9398]], "mulliken_charge": [-1.064, 0.329, 0.385, 0.259, -0.833, 0.501, 0.827, -0.731, -1.000, 0.534, 0.272, 1.132, -0.721, -0.576, -0.732, 0.469, -0.645, 0.061, -1.006, 0.008, 0.174, 0.358, -0.703, 0.828, -0.213, 0.447, -0.210, -0.496, -0.757, -0.312, -0.439, -0.616, 0.259, 0.262, 0.266, 0.423, 0.339, 0.357, 0.449, 0.819, -0.196, 0.398, 0.464, -0.642, -1.354, 0.346, 0.405, 0.305, 0.326, 0.442, 0.339, 0.466], "fmax_ev_per_a": 1.0, "smiles": "CCN(CC)C(=O)CS(=O)(=O)CC(=O)Nc1cc(OCCOC)c(Cl)cc1Cl", "homo_lumo_gap_ev": 8.74, "e_tot_ha": -2541.71645, "total_charge": 0, "relative_energy_ev": 0.115}


(3)
{"formula": "C5H13NO", "method": "ωB97M-V/def2-TZVPD", "species": ["N", "C", "C", "C", "C", "C", "H", "H", "H", "H", "H", "H", "H", "H", "H", "H", "H", "H", "H", "O"], "coordinates": [[-1.6312, -0.9236, 0.3044], [-1.5913, 0.4922, -0.3433], [-0.3836, 1.3677, 0.1744], [0.5723, 0.1149, 0.5667], [-0.3113, -1.0701, 0.9791], [0.2088, -2.4662, 0.6820], [-2.4321, -1.0303, 0.9143], [-2.6252, 0.8506, -0.3165], [-1.4725, 0.4102, -1.5076], [0.1089, 2.1501, -0.5105], [-0.6615, 1.8683, 1.1528], [1.2725, -0.2205, -0.1687], [1.1658, 0.4611, 1.4021], [-0.5661, -0.8275, 2.0830], [-0.2750, -3.3250, 1.2670], [0.0421, -2.6867, -0.4556], [1.1659, -2.4977, 1.1021], [2.8872, 3.0268, -2.1624], [1.8572, 1.9399, -2.3886], [2.6692, 2.3657, -2.7747]], "mulliken_charge": [-0.493, -0.608, -0.385, -0.944, 0.447, -1.377, 0.290, 0.408, 0.182, 0.228, 0.246, 0.399, 0.389, 0.206, 0.314, 0.289, 0.405, 0.313, 0.335, -0.643], "fmax_ev_per_a": 3.4, "smiles": "C[C@H]1CCCN1.O", "homo_lumo_gap_ev": 9.45, "e_tot_ha": -328.23880, "total_charge": 0, "relative_energy_ev": 2.178}